1.
{"formula": "C7H14", "method": "wB97M-V/def2-TZVPD", "gap_ev": 11.29, "smiles": "CC(C)CC1CC1", "species": ["C", "C", "C", "C", "C", "C", "C", "H", "H", "H", "H", "H", "H", "H", "H", "H", "H", "H", "H", "H", "H"], "xyz": [[-2.069, -0.303, -0.158], [2.274, -0.363, -0.768], [-1.178, 0.765, 0.409], [-2.348, 1.143, -0.456], [0.217, 0.929, -0.151], [0.779, -1.337, 0.992], [1.308, -0.039, 0.375], [0.554, 1.961, 0.017], [1.593, -1.865, 1.503], [0.142, 0.818, -1.242], [-2.131, 1.505, -1.459], [2.723, 0.544, -1.188], [-0.013, -1.153, 1.724], [-3.215, 1.605, 0.006], [0.375, -2.012, 0.227], [1.728, -0.867, -1.577], [-1.288, 0.966, 1.475], [-1.661, -0.918, -0.958], [1.871, 0.483, 1.160], [3.081, -1.029, -0.444], [-2.741, -0.833, 0.510]]}

2.
{"formula": "C7H14", "method": "wB97M-V/def2-TZVPD", "gap_ev": 4.25, "species": ["C", "C", "C", "C", "C", "C", "C", "H", "H", "H", "H", "H", "H", "H", "H", "H", "H", "H", "H", "H", "H"], "xyz": [[-2.954, 2.428, 1.019], [-1.843, 1.849, 0.320], [-0.414, 1.741, 0.417], [1.515, -0.127, -0.529], [1.538, -1.090, 0.481], [1.789, -2.805, -0.293], [0.334, 0.989, -0.658], [-0.009, 1.642, 1.436], [0.616, -1.256, 1.181], [1.493, -3.849, 0.095], [2.389, 0.423, -0.860], [2.462, -1.271, 1.072], [-3.936, 2.117, 0.717], [-1.219, -1.317, -0.328], [2.852, -2.783, -0.592], [0.769, 1.751, -1.252], [-0.421, 0.743, -1.365], [-1.023, -1.063, -0.988], [-2.260, 1.471, -0.620], [-2.860, 2.973, 1.971], [1.181, -2.565, -1.223]]}

3.
{"formula": "C7H14", "method": "wB97M-V/def2-TZVPD", "gap_ev": 10.10, "smiles": "C=C[C@]1(C)C[C@H]1C.[H][H]", "species": ["C", "C", "C", "C", "C", "C", "C", "H", "H", "H", "H", "H", "H", "H", "H", "H", "H", "H", "H", "H", "H"], "xyz": [[1.449, -0.530, -0.498], [2.648, -0.029, -0.209], [0.231, 0.875, 1.235], [-2.420, 0.040, -0.166], [-1.107, -0.657, -0.442], [-0.547, -1.561, 0.611], [0.189, -0.283, 0.258], [-0.766, 1.166, 1.574], [0.828, 0.632, 2.120], [-0.991, -0.985, -1.474], [0.524, 2.177, -2.058], [1.068, 1.736, -1.806], [2.809, 0.643, 0.629], [-2.541, 0.264, 0.899], [1.357, -1.212, -1.346], [-3.251, -0.619, -0.445], [3.522, -0.288, -0.800], [-0.091, -2.503, 0.318], [-1.068, -1.594, 1.564], [-2.524, 0.977, -0.723], [0.681, 1.753, 0.757]]}

4.
{"formula": "C7H14", "method": "wB97M-V/def2-TZVPD", "gap_ev": 10.52, "smiles": "C1CCCCCC1", "species": ["C", "C", "C", "C", "C", "C", "C", "H", "H", "H", "H", "H", "H", "H", "H", "H", "H", "H", "H", "H", "H"], "xyz": [[-1.075, -1.176, -0.194], [-1.029, 1.435, -0.315], [0.444, 1.601, 0.084], [0.287, -1.498, 0.502], [1.432, 0.621, -0.568], [1.522, -0.825, 0.019], [-1.714, 0.181, 0.238], [1.201, 0.577, -1.657], [2.440, 1.039, -0.524], [2.097, -1.524, 0.950], [-1.780, -1.965, 0.074], [-1.106, 1.436, -1.414], [0.540, 1.515, 1.173], [-1.747, 0.242, 1.335], [2.116, -1.403, -0.679], [0.746, 2.624, -0.177], [-2.767, 0.201, -0.092], [1.117, -2.455, 0.809], [-1.588, 2.320, 0.023], [-0.990, -1.170, -1.289], [0.110, -1.423, 1.569]]}

Energy ordering: 1 at the bottom, the next structure 1.388 eV above.

1.
{"formula": "C4H12O", "method": "wB97M-V/def2-TZVPD", "gap_ev": 10.90, "smiles": "CCO.CC", "species": ["O", "C", "C", "C", "C", "H", "H", "H", "H", "H", "H", "H", "H", "H", "H", "H", "H"], "xyz": [[2.080, 1.198, -1.045], [1.186, -1.085, -1.421], [-2.395, 0.564, 0.676], [-1.304, 0.264, 1.790], [2.131, -0.104, -0.609], [-3.416, 0.254, 0.671], [3.299, -0.454, -0.697], [1.290, 1.583, -1.432], [-1.431, -0.636, 2.368], [0.376, -1.393, -0.814], [0.900, -0.766, -2.367], [-2.398, 1.526, 0.560], [-0.247, 0.178, 1.422], [-1.442, 0.901, 2.538], [-2.122, -0.198, -0.188], [1.755, -1.926, -1.819], [1.737, 0.094, 0.369]]}

2.
{"formula": "C4H12O", "method": "wB97M-V/def2-TZVPD", "gap_ev": 11.23, "smiles": "CCO.CC", "species": ["O", "C", "C", "C", "C", "H", "H", "H", "H", "H", "H", "H", "H", "H", "H", "H", "H"], "xyz": [[-2.957, -0.085, 1.092], [2.837, -0.868, -0.442], [-2.069, 0.699, 0.246], [-1.240, -0.265, -0.610], [3.138, 0.601, -0.215], [-1.075, 0.117, -1.611], [-2.444, -0.601, 1.711], [2.543, 1.130, 0.536], [1.728, -0.966, -0.243], [3.265, -1.627, 0.205], [-2.895, 1.210, -0.244], [4.161, 0.688, 0.165], [-0.334, -0.558, -0.074], [-1.898, -1.112, -0.822], [-1.387, 1.324, 0.837], [3.057, 1.172, -1.139], [2.946, -1.179, -1.456]]}

Energy ordering: 2 at the bottom, the next structure 1.876 eV above.

1.
{"formula": "C44H43BrMnN7O4S3", "method": "wB97M-V/def2-TZVPD", "multiplicity": 6, "s_squared": 8.7537, "gap_ev": [6.58, 6.58], "total_charge": 1, "species": ["Br", "Mn", "S", "S", "S", "O", "O", "O", "O", "N", "N", "N", "N", "N", "N", "N", "C", "C", "C", "C", "C", "C", "C", "C", "C", "C", "C", "C", "C", "C", "C", "C", "C", "C", "C", "C", "C", "C", "C", "C", "C", "C", "C", "C", "C", "C", "C", "C", "C", "C", "C", "C", "C", "C", "C", "C", "C", "C", "C", "C", "H", "H", "H", "H", "H", "H", "H", "H", "H", "H", "H", "H", "H", "H", "H", "H", "H", "H", "H", "H", "H", "H", "H", "H", "H", "H", "H", "H", "H", "H", "H", "H", "H", "H", "H", "H", "H", "H", "H", "H", "H", "H", "H"], "xyz": [[1.906, -1.502, -1.499], [-0.400, 0.118, -0.881], [-1.638, -2.738, 0.144], [-4.061, 3.093, 0.465], [-3.833, -1.640, -3.748], [-1.409, -3.987, 3.350], [0.176, -0.141, 1.260], [-2.024, 1.736, -4.059], [-0.346, 1.792, -1.953], [-2.185, -0.615, -2.131], [2.410, 2.327, -1.688], [-2.366, 1.295, -0.096], [-0.002, -1.897, 3.818], [1.571, 3.206, -2.252], [-2.426, -0.920, 1.856], [-4.152, -2.093, 0.785], [-2.521, 2.348, 0.652], [2.306, -3.761, 1.571], [2.638, 2.136, 3.693], [2.387, 1.128, -2.131], [1.805, -2.713, 2.327], [-2.716, 0.815, 3.541], [-3.469, 1.062, -0.895], [-2.826, -1.893, 0.968], [6.583, 2.800, -0.315], [1.864, 1.502, 1.485], [3.096, 0.039, -1.462], [1.827, 1.192, 4.240], [1.534, -4.893, 1.358], [-0.926, 1.583, -6.147], [-2.262, -1.496, -3.085], [-5.017, -1.349, 1.448], [0.548, -2.826, 2.892], [4.223, -0.147, -0.780], [1.423, 2.506, -4.995], [0.328, -0.675, 4.139], [0.286, 2.374, -4.208], [7.718, 2.132, 0.123], [5.387, 0.710, -0.512], [-3.398, -0.002, -1.898], [2.659, 2.274, 2.287], [-6.472, -1.579, 1.181], [5.428, 2.100, -0.636], [1.015, 0.490, 2.007], [0.269, -5.007, 1.919], [-1.135, -2.363, -3.531], [0.235, 2.773, -2.738], [-3.287, -0.162, 2.562], [-1.467, 2.927, 1.539], [-0.891, 1.897, -4.795], [7.694, 0.748, 0.241], [1.064, 0.298, 3.430], [-4.409, -0.441, -2.685], [6.537, 0.051, -0.061], [1.402, 2.173, -6.343], [-0.218, -3.980, 2.705], [-4.492, 1.933, -0.711], [-2.254, -5.120, 3.154], [0.221, 1.723, -6.916], [-4.621, -0.360, 2.378], [-1.754, -6.036, 3.469], [-3.329, 1.713, 3.589], [-0.019, -0.392, 5.131], [-0.218, -1.781, -3.625], [-2.715, 0.366, 4.537], [-1.854, 1.227, -6.577], [-5.347, 0.226, 2.924], [3.254, 2.766, 4.319], [-0.976, -3.142, -2.781], [1.561, 4.066, -1.731], [-1.344, 3.991, 1.335], [3.301, 3.020, 1.832], [-5.440, -0.121, -2.697], [-2.550, -5.193, 2.107], [-5.438, 1.985, -1.230], [6.592, 3.879, -0.409], [1.793, 1.064, 5.319], [-6.597, -2.306, 0.382], [4.551, 2.631, -0.977], [-6.965, -1.951, 2.083], [-1.355, -2.837, -4.485], [-0.362, 3.690, -2.665], [-0.524, 2.425, 1.350], [2.296, 2.277, -6.944], [-1.690, 1.087, 3.285], [4.346, -1.147, -0.375], [1.922, -5.707, 0.760], [0.188, 1.467, -7.968], [6.525, -1.029, 0.046], [1.743, 0.833, -2.949], [-3.130, -4.955, 3.770], [8.613, 2.686, 0.378], [-1.735, 1.730, -3.124], [-0.695, -2.345, 4.409], [1.854, 1.660, 0.414], [-6.957, -0.638, 0.911], [8.578, 0.214, 0.568], [3.298, -3.693, 1.147], [2.407, -1.832, 2.511], [2.333, 2.877, -4.538], [-0.325, -5.891, 1.735], [-1.433, -0.687, 1.802], [-1.720, 2.824, 2.596]]}

2.
{"formula": "C44H43BrMnN7O4S3", "method": "wB97M-V/def2-TZVPD", "multiplicity": 6, "s_squared": 8.7555, "gap_ev": [6.78, 6.83], "total_charge": 1, "species": ["Br", "Mn", "S", "S", "S", "O", "O", "O", "O", "N", "N", "N", "N", "N", "N", "N", "C", "C", "C", "C", "C", "C", "C", "C", "C", "C", "C", "C", "C", "C", "C", "C", "C", "C", "C", "C", "C", "C", "C", "C", "C", "C", "C", "C", "C", "C", "C", "C", "C", "C", "C", "C", "C", "C", "C", "C", "C", "C", "C", "C", "H", "H", "H", "H", "H", "H", "H", "H", "H", "H", "H", "H", "H", "H", "H", "H", "H", "H", "H", "H", "H", "H", "H", "H", "H", "H", "H", "H", "H", "H", "H", "H", "H", "H", "H", "H", "H", "H", "H", "H", "H", "H", "H"], "xyz": [[1.924, 0.890, 1.482], [-0.046, -0.036, -0.607], [0.607, 2.214, -2.333], [-1.912, -3.072, 3.000], [-2.072, -3.433, -3.351], [1.667, -0.600, -1.339], [3.782, -1.348, 2.399], [-3.058, 1.143, -3.105], [-1.954, 0.284, -1.070], [-2.080, 2.197, 0.281], [2.039, -3.372, 1.504], [-0.791, -2.030, -1.674], [-0.823, 1.942, 0.671], [-1.591, 3.747, -2.206], [-0.967, -1.659, 1.101], [-0.806, 3.150, -4.323], [4.537, 3.278, 0.769], [-6.317, 2.268, -0.800], [2.933, -3.531, 2.592], [2.838, -1.102, -1.286], [1.350, 2.718, 1.296], [3.660, 3.477, 1.835], [2.077, -2.661, 0.380], [-2.583, 4.397, -2.790], [-2.748, 4.416, -4.189], [2.826, -4.714, 3.321], [-4.045, 1.461, -0.938], [3.811, -2.528, 3.045], [-2.077, -3.658, 1.402], [4.618, -2.790, 4.148], [4.471, -2.672, -0.297], [-2.306, -3.750, -1.688], [-1.538, -2.777, 0.516], [3.624, -4.958, 4.421], [-4.111, 1.511, -2.337], [-6.374, 2.321, -2.187], [5.440, -2.195, -1.126], [4.540, -3.998, 4.819], [-0.960, -2.168, -2.952], [-5.287, 1.937, -2.953], [-0.694, 3.086, -2.951], [5.504, 3.266, 3.367], [-0.647, -0.599, 3.330], [-3.547, 5.126, -1.917], [4.696, -0.327, 2.779], [2.224, 3.692, 1.537], [3.149, -2.160, -0.355], [-1.821, 3.778, -4.959], [-0.322, -1.298, -3.978], [6.371, 3.059, 2.305], [-0.014, 2.911, 0.860], [5.140, -1.152, -2.030], [-1.102, -1.664, 2.394], [3.885, -0.610, -2.102], [4.152, 3.480, 3.136], [-1.828, 3.723, -6.448], [-1.553, -2.900, -0.939], [-5.156, 1.826, -0.187], [-2.778, 1.007, -0.244], [5.888, 3.075, 1.003], [4.448, 0.083, 3.761], [0.431, -0.658, 3.484], [3.651, 0.198, -2.784], [6.566, 2.942, 0.170], [5.287, -2.023, 4.510], [-0.870, 0.379, 2.905], [1.096, -2.490, -0.047], [-4.013, 5.949, -2.457], [-4.336, 4.437, -1.599], [-3.587, 4.929, -4.636], [-7.171, 2.554, -0.201], [-2.198, 3.044, -0.267], [-0.092, 2.663, -4.846], [-2.978, -4.527, -1.364], [-2.581, 4.391, -6.859], [5.883, 3.277, 4.381], [4.149, 3.292, -0.242], [7.422, 2.882, 2.493], [-0.388, -1.737, -4.971], [-5.327, 1.951, -4.035], [4.593, 0.453, 2.029], [1.173, -3.878, 1.640], [4.685, -3.489, 0.382], [2.105, -5.458, 3.001], [-1.141, -0.700, 4.294], [5.189, -4.176, 5.666], [5.918, -0.780, -2.685], [-0.851, 4.003, -6.843], [-2.045, 2.707, -6.783], [5.725, -0.694, 2.777], [-5.095, 1.757, 0.893], [6.434, -2.621, -1.102], [3.524, -5.884, 4.969], [-0.828, -0.329, -3.986], [-3.053, 5.507, -1.025], [-7.284, 2.646, -2.676], [3.472, 3.642, 3.963], [-3.047, 0.414, 0.650], [-0.306, 3.945, 0.672], [-2.571, -4.595, 1.204], [-2.421, 0.719, -2.454], [1.875, 4.716, 1.445], [0.718, -1.125, -3.706]]}

Energy ordering: 2 at the bottom, the next structure 0.861 eV above.

1.
{"formula": "C26H36N4OS", "method": "wB97M-V/def2-TZVPD", "gap_ev": 7.94, "species": ["S", "O", "N", "N", "N", "N", "C", "C", "C", "C", "C", "C", "C", "C", "C", "C", "C", "C", "C", "C", "C", "C", "C", "C", "C", "C", "C", "C", "C", "C", "C", "C", "H", "H", "H", "H", "H", "H", "H", "H", "H", "H", "H", "H", "H", "H", "H", "H", "H", "H", "H", "H", "H", "H", "H", "H", "H", "H", "H", "H", "H", "H", "H", "H", "H", "H", "H", "H"], "xyz": [[0.465, -3.716, -1.628], [0.582, 3.034, -0.717], [1.997, -2.051, 0.367], [-3.597, 1.474, 0.068], [-1.511, 2.551, -1.218], [-3.569, -1.478, 0.623], [5.196, 0.621, -0.683], [-0.611, 0.105, -2.308], [-0.442, -1.606, -2.326], [-2.545, -0.664, 1.247], [6.688, 2.419, -0.615], [1.277, -4.237, -0.152], [1.147, -1.155, -0.740], [5.705, 1.631, -0.109], [-3.009, 0.883, 1.247], [5.145, 1.795, 1.278], [3.815, 0.011, 0.856], [2.518, -3.221, 0.148], [-0.233, 2.147, -1.237], [-2.698, 3.633, 0.399], [0.033, 0.799, -1.264], [2.686, -1.196, 1.372], [-4.140, -0.585, -0.602], [-4.004, 2.811, 0.463], [-3.024, -2.919, 0.142], [0.488, -2.037, -1.447], [4.264, -0.272, -0.657], [-1.879, 3.918, -1.054], [-4.588, 0.557, -0.310], [4.379, 0.715, 1.808], [-2.631, -3.505, 1.646], [0.873, 0.108, -0.298], [-3.815, -3.143, -0.074], [-2.207, 1.712, -1.320], [-2.074, 3.465, 1.219], [3.065, -1.754, 2.123], [-3.320, -3.323, 2.266], [-4.517, 3.040, -0.589], [-1.582, -0.539, 0.398], [3.867, -0.933, -1.259], [3.127, -3.268, -0.835], [1.522, 0.782, 0.424], [7.429, 2.001, -1.379], [6.387, 3.363, -1.079], [5.672, 0.376, -1.933], [-5.036, 1.127, -1.170], [7.281, 2.970, 0.087], [-1.705, -3.163, 1.974], [5.556, 2.385, 1.872], [-5.433, 0.496, 0.330], [3.806, 0.946, 2.905], [-2.625, 4.248, -1.765], [3.295, -3.521, 0.870], [-3.303, -0.881, -1.535], [-2.115, 1.489, 1.662], [-3.903, 0.772, 2.269], [-2.389, -4.566, 1.318], [2.012, -0.500, 1.893], [0.672, -4.183, 0.898], [-2.949, 4.790, 0.851], [-0.946, -2.067, -2.974], [-1.206, 4.493, -0.878], [-1.391, 0.388, -2.867], [-2.183, -2.834, -0.343], [1.751, -5.316, 0.019], [-4.464, 2.972, 1.357], [-5.000, -1.322, -1.081], [-2.055, -1.071, 2.049]]}

2.
{"formula": "C26H36N4OS", "method": "wB97M-V/def2-TZVPD", "gap_ev": 7.96, "smiles": "CCN1CCCc2cc(CN(CCN3CCOCC3)C(=S)Nc3ccc(C)cc3)ccc21", "species": ["S", "O", "N", "N", "N", "N", "C", "C", "C", "C", "C", "C", "C", "C", "C", "C", "C", "C", "C", "C", "C", "C", "C", "C", "C", "C", "C", "C", "C", "C", "C", "C", "H", "H", "H", "H", "H", "H", "H", "H", "H", "H", "H", "H", "H", "H", "H", "H", "H", "H", "H", "H", "H", "H", "H", "H", "H", "H", "H", "H", "H", "H", "H", "H", "H", "H", "H", "H"], "xyz": [[-1.812, -2.404, -3.085], [-4.574, 1.963, 1.809], [2.263, 2.973, -0.254], [0.340, -2.054, -1.697], [-1.661, -2.146, -0.458], [-3.890, -0.243, 0.167], [2.001, 3.885, -1.345], [-1.129, -1.500, 0.734], [-4.002, -1.344, -0.770], [1.737, 0.962, 0.992], [0.284, 1.688, -0.776], [2.126, -3.824, 1.005], [-4.329, 0.691, 2.359], [1.221, 3.213, -2.466], [0.913, -0.120, 1.224], [1.320, -2.439, -0.786], [-4.680, -0.424, 1.372], [-4.211, 1.050, -0.409], [1.450, 1.895, -0.013], [3.563, -2.183, 0.041], [-3.852, 2.131, 0.610], [3.441, 3.244, 0.533], [4.445, -3.554, 1.947], [-0.228, -0.327, 0.466], [-3.063, -2.506, -0.416], [1.118, -3.469, 0.127], [-0.523, 0.598, -0.526], [-0.064, 2.640, -1.886], [4.661, 2.456, 0.049], [3.356, -3.184, 0.986], [-1.015, -2.205, -1.638], [2.566, -1.816, -0.836], [-1.405, 0.456, -1.133], [3.242, 3.018, 1.584], [-2.771, 2.084, 0.813], [-4.945, 0.622, 3.258], [-4.455, -1.392, 1.823], [4.170, -4.429, 2.530], [-5.032, -1.733, -0.833], [1.435, 4.756, -0.979], [3.650, 4.316, 0.467], [4.523, -1.687, -0.003], [1.952, -4.625, 1.711], [0.671, -1.802, -2.619], [4.638, -2.730, 2.634], [4.889, 2.711, -0.984], [-0.687, 3.453, -1.501], [-3.719, -0.987, -1.762], [2.620, 1.062, 1.599], [5.370, -3.765, 1.414], [-3.282, -2.892, 0.583], [1.010, 3.939, -3.253], [1.177, -0.823, 2.002], [-4.113, 3.122, 0.235], [-0.638, 2.120, -2.656], [0.184, -4.011, 0.124], [2.959, 4.248, -1.730], [5.527, 2.686, 0.663], [-5.283, 1.129, -0.662], [1.820, 2.405, -2.893], [-5.763, -0.386, 1.151], [-3.266, 0.606, 2.635], [-3.625, 1.199, -1.318], [-1.999, -1.139, 1.288], [2.736, -1.033, -1.561], [-3.231, -3.303, -1.145], [-0.596, -2.229, 1.359], [4.464, 1.388, 0.101]]}

Energy ordering: 2 at the bottom, the next structure 24.538 eV above.